Here is a molecular structure, C4H11NO3 from OMol25. Energies are from ωB97M-V/def2-TZVPD.

Cartesian coordinates (Å):
C: -0.51767 -0.59516 1.11245
C: -0.41441 0.61609 2.01634
C: -0.41452 0.51643 -0.75315
C: -1.38204 0.02061 -1.52737
O: -1.77958 -1.19806 1.05358
O: 0.32330 1.50249 -0.64444
H: -2.41356 -0.54285 0.73456
H: 1.65226 0.83524 -1.19436
H: 0.15818 -1.38013 1.47022
H: 0.57792 1.05938 1.93880
H: -0.59104 0.31988 3.05239
H: -1.13893 1.38204 1.73494
H: -1.78626 -0.96516 -1.37791
H: -1.76014 0.63807 -2.33101
N: 2.20687 -0.09424 -1.35925
O: 1.58494 -1.05075 -0.55754
H: 0.34179 -0.71636 0.06365
H: 3.18497 0.01670 -1.08576
H: 2.16793 -0.36422 -2.34614

Forces on the atoms, in the same order (eV/Å):
C 0.4 -0.1 -0.6
C 0.0 -0.1 -0.2
C -0.4 1.2 0.1
C 0.2 -0.2 0.3
O 0.1 0.1 0.0
O -0.5 -1.1 0.2
H 0.1 0.0 0.0
H 0.6 -0.8 -0.3
H 0.0 -0.1 0.2
H 0.0 0.0 0.0
H 0.0 0.0 0.0
H 0.0 0.0 0.0
H 0.0 0.0 0.1
H 0.2 0.0 0.0
N -0.7 0.5 0.4
O 0.8 -0.3 -0.2
H -0.6 0.9 -0.1
H -0.1 -0.1 0.0
H 0.0 0.0 0.1

## Properties
* frontier orbital gap: 8.78 eV
* ΔE to the lowest compared entry with this formula, charge and spin: 650.65 kJ/mol

These are the natural (NBO) partial charges, in e, on atoms 1 to 8: -0.08 -0.65 0.53 -0.70 -0.71 -0.69 0.47 0.43